No. 1
# C12H30FNO5Ti

A structure of composition C12H30FNO5Ti at a distorted geometry (ωB97M-V/def2-TZVPD, the Open Molecules 2025 dataset).

As for the largest force on an atom: 3.24 eV/A. The value obtained for the energy above the lowest of the compared OMol25 structures with the same formula, charge and spin is 0.00 kJ/mol.

Each line ends with the natural charge from an NBO analysis.
Cartesian coordinates (Å):
Ti (-0.19273, -0.23198, 1.24361)  1.9351
C (-3.16572, -2.75272, 1.18869)  -0.6294
C (-1.71162, -2.61538, 1.53562)  -0.0766
O (-0.93933, -1.80227, 0.61860)  -0.7671
H (-3.10349, -3.38034, 0.25272)  0.2050
H (-3.77488, -1.85540, 1.09258)  0.2129
H (-3.65495, -3.37202, 1.94548)  0.2165
H (-1.32068, -3.60015, 1.48693)  0.1676
H (-1.52863, -2.30960, 2.53842)  0.1795
C (3.90584, -0.37771, 2.36491)  -0.6271
C (2.42959, -0.65257, 2.45981)  -0.0679
O (1.68311, -0.25285, 1.25133)  -0.8054
H (4.38167, -1.05857, 3.08501)  0.2140
H (4.18538, 0.65341, 2.62527)  0.2093
H (4.23059, -0.68842, 1.32359)  0.2123
H (2.07648, -0.05194, 3.30121)  0.1742
H (2.31463, -1.70489, 2.63372)  0.1704
C (-2.24554, 3.31816, 0.76089)  -0.6271
C (-1.14710, 2.48883, 1.34352)  -0.0791
O (-1.00515, 1.24736, 0.65008)  -0.7487
H (-2.30808, 3.51218, -0.30120)  0.2151
H (-2.09354, 4.35449, 1.06296)  0.2152
H (-3.24382, 2.92322, 1.03006)  0.2054
H (-1.39381, 2.39009, 2.39493)  0.1750
H (-0.23821, 3.08181, 1.25505)  0.1726
F (-0.46525, -0.39727, 2.97901)  -0.5566
C (3.13701, 2.63109, 0.36854)  -0.2622
O (2.52889, 2.58566, -0.92191)  -0.5626
C (2.36926, 1.15163, -1.41509)  -0.0946
C (0.90505, 0.96747, -1.81952)  -0.2499
N (0.14081, -0.17780, -1.26613)  -0.6233
C (-1.18972, -0.20432, -1.88380)  -0.2828
C (-1.39165, -0.60023, -3.30611)  -0.0921
O (-1.06860, -1.91512, -3.65914)  -0.5357
C (-1.76752, -2.85953, -2.86651)  -0.2667
H (4.23341, 2.44567, 0.35887)  0.1633
H (2.62898, 1.85374, 1.02494)  0.1863
H (2.90119, 3.64195, 0.72676)  0.1855
H (2.72261, 0.42381, -0.68812)  0.2155
H (3.05611, 1.10780, -2.26653)  0.1852
H (0.82993, 0.87693, -2.87812)  0.1795
H (0.30447, 1.86870, -1.60060)  0.2231
H (0.60338, -1.07862, -1.45152)  0.3843
H (-1.58722, 0.86362, -1.71122)  0.2235
H (-1.91807, -0.73902, -1.24678)  0.2290
H (-0.86581, 0.08057, -4.00522)  0.1874
H (-2.45787, -0.41699, -3.57298)  0.1685
H (-1.34158, -3.87547, -3.17396)  0.1956
H (-2.83574, -2.77546, -3.06315)  0.1654
H (-1.61204, -2.72155, -1.80549)  0.1830


No. 2
# C3H7N

A cluster of 2 separate species, C3H7N in total at a distorted geometry (ωB97M-V/def2-TZVPD, the Open Molecules 2025 dataset).

As for the largest force on an atom: 7.71 eV/A. The SMILES is C=C.C=N. The value obtained for the energy above the lowest of the compared OMol25 structures with the same formula, charge and spin is 258.21 kJ/mol.

Each line ends with the natural charge from an NBO analysis.
Cartesian coordinates (Å):
C (0.47100, -4.01189, -2.88696)  -0.3770
C (0.95140, -2.97355, -2.02634)  -0.3826
H (0.72672, -5.06714, -2.61767)  0.1880
H (0.03810, -3.86335, -3.83061)  0.1919
H (1.45883, -3.06969, -1.14891)  0.1894
H (0.98222, -1.99445, -2.55446)  0.1902
C (-1.07404, 4.44704, 3.28095)  -0.0777
N (-0.76434, 3.89428, 2.06927)  -0.5687
H (-1.89980, 5.24576, 3.16821)  0.1691
H (-0.70831, 4.22092, 4.25558)  0.1655
H (-0.18179, 3.17207, 2.29094)  0.3118


No. 3
# C3H9N3O3

A structure of composition C3H9N3O3 at a distorted geometry (ωB97M-V/def2-TZVPD, the Open Molecules 2025 dataset).

As for the largest force on an atom: 3.08 eV/A. The value obtained for the energy above the lowest of the compared OMol25 structures with the same formula, charge and spin is 179.02 kJ/mol.

Each line ends with the natural charge from an NBO analysis.
Cartesian coordinates (Å):
C (2.24338, 0.60092, 0.38424)  -0.4226
N (1.40830, 0.39704, -0.77998)  -0.6130
C (0.03793, 0.37486, -0.68727)  0.8338
N (-0.60633, 0.20342, -1.91409)  -0.8269
O (-0.54285, 1.17725, 0.17491)  -0.6818
H (1.81992, -0.05897, -1.57799)  0.3819
H (-0.30976, -0.58164, -2.47466)  0.3696
H (-1.61090, 0.26851, -1.82906)  0.4077
H (1.67961, 1.16947, 1.12385)  0.2475
H (3.12171, 1.19019, 0.11172)  0.2064
H (2.56900, -0.34533, 0.83380)  0.1790
C (-1.36658, -0.10076, 1.17658)  0.9259
N (-0.53246, -1.19169, 0.46558)  -0.8730
O (-2.60213, -0.12162, 0.52724)  -0.7491
O (-1.26556, 0.08273, 2.36799)  -0.6705
H (-3.19163, 0.39441, 1.08888)  0.4954
H (-1.04439, -1.89031, -0.05622)  0.3939
H (0.19276, -1.56848, 1.06446)  0.3958


No. 4
# C5H14N

A structure of composition C5H14N at a distorted geometry (ωB97M-V/def2-TZVPD, the Open Molecules 2025 dataset).

As for the largest force on an atom: 3.44 eV/A. The charge is +1. The value obtained for the energy above the lowest of the compared OMol25 structures with the same formula, charge and spin is 425.40 kJ/mol.

Each line ends with the natural charge from an NBO analysis.
Cartesian coordinates (Å):
C (2.65811, 0.51619, -0.12496)  -0.4586
C (-0.55317, 1.17279, 0.02963)  -0.0713
C (-1.47134, 0.04352, -0.25677)  -0.3128
C (-0.88920, -0.96459, -1.26184)  -0.6162
C (-1.65681, -0.74428, 1.08359)  -0.6015
N (1.52240, 0.01139, 0.60581)  -0.4630
H (2.39395, 0.84426, -1.12691)  0.2361
H (3.34136, 1.20732, 0.36445)  0.2234
H (-0.83860, 1.78014, 0.88786)  0.2493
H (0.62779, 0.66970, 0.36379)  0.2144
H (-2.43558, 0.42653, -0.61536)  0.3064
H (-0.71600, -0.48216, -2.22945)  0.2191
H (-1.54693, -1.80955, -1.44794)  0.2475
H (0.07323, -1.34817, -0.93594)  0.2273
H (-1.89732, -0.05380, 1.89317)  0.2121
H (-2.47350, -1.45164, 0.97357)  0.2438
H (-0.71110, -1.23505, 1.29536)  0.2161
H (-0.34930, 1.80495, -0.83993)  0.2503
H (1.69063, 0.03015, 1.61630)  0.4053
H (3.23139, -0.41766, -0.27442)  0.2726


No. 5
# C6H6NaO2

A structure of composition C6H6NaO2 at a distorted geometry (ωB97M-V/def2-TZVPD, the Open Molecules 2025 dataset).

As for the largest force on an atom: 4.72 eV/A. The charge is +1. The value obtained for the energy above the lowest of the compared OMol25 structures with the same formula, charge and spin is 0.00 kJ/mol.

Each line ends with the natural charge from an NBO analysis.
Cartesian coordinates (Å):
O (-0.74993, -0.95337, 1.97524)  -0.6034
C (0.35447, -0.52234, 1.68826)  0.4423
C (0.60283, 0.44230, 0.57144)  -0.2160
C (0.63534, 1.70764, 1.06129)  -0.3147
Na (-2.50232, -0.90226, 0.53206)  0.9794
H (1.22900, -0.72224, 2.33918)  0.1741
H (0.56450, 2.61432, 0.46084)  0.2295
H (0.73427, 1.93489, 2.12515)  0.2158
C (0.34293, -1.30084, -1.04713)  0.5816
O (-0.82580, -1.36943, -1.12402)  -0.6342
C (2.41622, 0.59283, -1.47616)  -0.3230
C (1.11189, 0.58974, -1.18138)  -0.2308
H (2.74401, 0.71839, -2.50863)  0.2365
H (3.14012, 0.11515, -0.81193)  0.2201
H (0.35531, 1.01678, -1.84521)  0.2430


No. 6
# C2H4N4

The molecule C2H4N4 at a distorted geometry (ωB97M-V/def2-TZVPD, the Open Molecules 2025 dataset).

As for the largest force on an atom: 2.44 eV/A. The value obtained for the energy above the lowest of the compared OMol25 structures with the same formula, charge and spin is 343.16 kJ/mol.

Each line ends with the natural charge from an NBO analysis.
Cartesian coordinates (Å):
N (1.02342, -1.25926, -0.71366)  -0.8205
C (0.12843, -0.34143, -0.17319)  0.1882
C (-1.21062, -0.11281, -0.47240)  -0.2254
N (-1.47829, 0.84583, 0.47220)  -0.3867
N (-0.49478, 1.28154, 1.25724)  -0.0881
N (0.47122, 0.45897, 0.87194)  -0.3093
H (1.84850, -0.84200, -1.12715)  0.3736
H (0.54791, -1.81602, -1.41487)  0.3965
H (-2.16818, 1.33185, -0.10247)  0.4531
H (1.33239, 0.45334, 1.40235)  0.4186


No. 7
# C33H45MoN6O5PS2

A structure of composition C33H45MoN6O5PS2 (ωB97M-V/def2-TZVPD, the Open Molecules 2025 dataset).

As for the largest force on an atom: 0.99 eV/A. The charge is +4. The value obtained for the energy above the lowest of the compared OMol25 structures with the same formula, charge and spin is 42.67 kJ/mol.

Each line ends with the Löwdin charge.
Cartesian coordinates (Å):
Mo (-0.54695, -0.43868, 0.63251)  1.6171
O (-0.79529, -0.63313, 2.47906)  -0.2442
C (-1.51054, 0.13952, 3.33233)  -0.2673
C (-1.09058, 0.24155, 4.65203)  0.0145
C (-1.80819, 1.03904, 5.52196)  0.0109
C (-2.96820, 1.71092, 5.10436)  -0.0050
C (-3.42006, 1.55661, 3.81863)  0.0196
C (-2.69940, 0.76566, 2.90106)  -0.1425
C (-3.30373, 0.35356, 1.68226)  0.0170
N (-2.65665, -0.32991, 0.77979)  -0.1368
N (-3.37130, -1.11554, -0.07553)  0.1477
C (-2.60240, -2.03959, -0.54727)  -0.3429
O (-1.29682, -1.94771, -0.17238)  -0.3318
C (-3.04317, -3.16763, -1.34092)  -0.1685
C (-2.20736, -4.27430, -1.50852)  -0.0352
C (-2.66308, -5.37692, -2.20654)  -0.0441
C (-3.94450, -5.36710, -2.75041)  -0.0179
C (-4.77011, -4.25898, -2.59895)  -0.0232
C (-4.32918, -3.15874, -1.88603)  0.0084
H (-0.20365, -0.28763, 4.97320)  0.1323
H (-1.47471, 1.13659, 6.54722)  0.1364
H (-3.51902, 2.32256, 5.80567)  0.1349
H (-4.34400, 2.02508, 3.50180)  0.1400
H (-4.37802, 0.45180, 1.54524)  0.1725
H (-1.21407, -4.27283, -1.07644)  0.1034
H (-2.03451, -6.24955, -2.32196)  0.1196
H (-4.30283, -6.23277, -3.29194)  0.1284
H (-5.76213, -4.25983, -3.02959)  0.1278
H (-4.96871, -2.29625, -1.75248)  0.1260
N (3.98597, -4.39048, 2.51463)  0.2161
C (2.53900, -4.19010, 2.11922)  -0.1131
C (2.17240, -2.71072, 1.95090)  -0.2332
N (0.76939, -2.56129, 1.53310)  -0.0464
H (4.20489, -5.38954, 2.59268)  0.1901
H (4.20222, -3.97020, 3.42294)  0.1842
H (4.63578, -3.99701, 1.82859)  0.1825
H (1.93889, -4.65961, 2.89705)  0.1457
H (2.39089, -4.73882, 1.19045)  0.1432
H (2.81334, -2.24170, 1.20156)  0.0864
H (2.31108, -2.17686, 2.89257)  0.1341
H (0.13960, -2.89366, 2.25964)  0.1113
H (0.59732, -3.11503, 0.69664)  0.0728
C (0.10780, 6.05783, 1.84266)  0.0677
N (-0.45675, 4.79748, 1.32991)  -0.0046
N (0.15186, 3.58384, 1.49802)  0.0912
C (-0.70389, 2.65220, 1.04473)  -0.3255
O (-0.35194, 1.36664, 1.05358)  -0.3113
C (-1.85587, 3.25406, 0.58445)  0.0622
C (-1.66532, 4.62155, 0.78549)  -0.1984
C (-2.58422, 5.76040, 0.51489)  0.0309
C (1.51322, 3.42479, 1.94061)  -0.1928
C (1.77538, 2.53684, 2.97066)  -0.0113
C (3.08809, 2.37270, 3.38869)  -0.0506
C (4.11226, 3.08800, 2.78044)  -0.0372
C (3.82967, 3.96725, 1.74199)  -0.0287
C (2.52237, 4.13692, 1.31058)  -0.0090
H (0.89218, 5.83768, 2.55822)  0.1059
H (-0.68667, 6.60653, 2.34086)  0.1116
H (0.50609, 6.65229, 1.02375)  0.1176
H (-2.70730, 2.78411, 0.12397)  0.1216
H (-3.47106, 5.41013, -0.00613)  0.1025
H (-2.09909, 6.52188, -0.09691)  0.1112
H (-2.89777, 6.23519, 1.44667)  0.1091
H (0.96293, 2.02287, 3.46915)  0.1074
H (3.30807, 1.71135, 4.21674)  0.1150
H (5.13204, 2.97268, 3.12281)  0.1246
H (4.62543, 4.52430, 1.26624)  0.1276
H (2.29848, 4.81018, 0.49227)  0.1282
C (3.31022, 0.05459, -4.46813)  -0.0225
C (2.50047, 0.91348, -3.53410)  -0.3884
C (2.35639, 2.34652, -3.97154)  -0.0215
O (1.10116, 0.34098, -3.48800)  -0.2567
P (0.29174, -0.37842, -2.41173)  -0.0046
S (-1.19079, 0.69046, -1.56951)  0.5773
S (1.43996, -0.73596, -0.72875)  0.4562
O (-0.32959, -1.67036, -2.94078)  -0.2849
C (-0.17396, -2.55278, -4.16969)  -0.3418
C (0.96358, -3.50462, -3.91678)  -0.0228
C (-0.05852, -1.73777, -5.43140)  -0.0198
H (4.34483, 0.39910, -4.45316)  0.1094
H (2.94132, 0.13579, -5.49045)  0.1021
H (3.29918, -0.99320, -4.16571)  0.0771
H (2.88744, 0.85327, -2.51542)  0.1048
H (1.92828, 2.40162, -4.97227)  0.1056
H (3.34459, 2.80703, -3.99878)  0.1072
H (1.72756, 2.91319, -3.28509)  0.0858
H (-1.12548, -3.07933, -4.14780)  0.1429
H (1.91960, -2.97814, -3.87304)  0.0790
H (1.01285, -4.21761, -4.74074)  0.1122
H (0.81191, -4.06658, -2.99462)  0.0779
H (0.94223, -1.33277, -5.56905)  0.0743
H (-0.78350, -0.92428, -5.45239)  0.1015
H (-0.27911, -2.39466, -6.27354)  0.1137


No. 8
# C6H10

The molecule C6H10 at a distorted geometry (ωB97M-V/def2-TZVPD, the Open Molecules 2025 dataset).

As for the largest force on an atom: 2.44 eV/A. The SMILES is C=C=CCCC. The value obtained for the energy above the lowest of the compared OMol25 structures with the same formula, charge and spin is 288.68 kJ/mol.

Each line ends with the natural charge from an NBO analysis.
Cartesian coordinates (Å):
C (-0.36107, 1.26067, 0.13783)  -0.3822
C (0.50703, 0.36977, -0.76262)  -0.4139
C (1.67982, -0.38686, -0.12452)  -0.6148
C (-1.22574, -1.57362, -0.06360)  -0.4836
C (-1.49919, -0.64996, 0.82844)  0.0754
C (-1.37215, 0.57413, 1.24964)  -0.3102
H (0.90554, 1.33218, -1.14733)  0.2182
H (0.35783, 1.87783, 0.68912)  0.1997
H (-0.95581, 1.88849, -0.54785)  0.2087
H (0.08587, -0.11285, -1.66028)  0.2154
H (1.51556, -1.43186, 0.16693)  0.2053
H (2.53610, -0.37762, -0.80923)  0.2109
H (1.97012, 0.15171, 0.78259)  0.2053
H (-1.82672, -1.65327, -0.96277)  0.2147
H (-0.46734, -2.33031, 0.09889)  0.2148
H (-1.84984, 1.06156, 2.12477)  0.2362


| no. | gap between HOMO and LUMO (Eh) |
| --- | --- |
| 1 | 0.3683 |
| 2 | 0.3927 |
| 3 | 0.3659 |
| 4 | 0.2867 |
| 5 | 0.3298 |
| 6 | 0.3467 |
| 7 | 0.1971 |
| 8 | 0.3834 |